# 1
The following is a quantum chemistry calculation of C51H59INNiO2SSbSe as an isolated structure, from the OMol25 dataset.

LUMO level (alpha / beta) in eV: 0.27 / 0.00
Frontier orbital gap (alpha / beta) in eV: 7.5 / 7.2
Multiplicity: 3
HOMO energy (alpha / beta) in eV: -7.2 / -7.2

CARTESIAN COORDINATES (ANGSTROEM)
Ni1 -0.143 -1.644 0.607
C1 4.603 4.592 1.290
C2 3.556 4.284 0.260
C3 4.181 4.093 -1.148
C4 2.530 5.497 0.190
C5 2.864 2.923 0.567
C6 1.762 2.419 -0.062
C7 1.423 1.048 0.153
Se1 -0.029 0.424 -0.952
C8 -1.628 0.756 -0.031
C9 -1.972 2.069 0.090
C10 -3.246 2.350 0.567
C11 -4.095 1.310 0.968
C12 -3.758 -0.027 0.905
C13 -2.455 -0.302 0.371
O1 -2.071 -1.561 0.234
C14 -4.661 -1.198 1.292
C15 -4.395 -2.524 0.683
C16 -6.067 -0.807 1.118
C17 -4.438 -1.263 2.829
C18 -3.807 3.734 0.624
C19 -5.087 3.843 -0.235
C20 -2.774 4.751 0.193
C21 -4.203 4.153 2.063
C22 2.010 0.156 1.061
O2 1.668 -1.089 1.130
C23 3.161 0.675 1.710
C24 3.495 1.990 1.476
C25 3.988 -0.310 2.595
C26 4.568 -1.519 1.754
C27 3.110 -0.936 3.699
C28 5.126 0.321 3.269
H1 4.908 5.590 0.999
H2 4.214 4.653 2.314
H3 5.508 4.006 1.225
H4 4.275 5.108 -1.511
H5 5.107 3.448 -1.186
H6 3.391 3.679 -1.815
H7 3.018 6.446 0.061
H8 1.744 5.334 -0.693
H9 2.002 5.653 1.141
H10 1.305 2.958 -0.852
H11 -1.325 2.884 -0.138
H12 -5.059 1.671 1.325
H13 -4.362 -2.485 -0.445
H14 -3.533 -2.961 0.996
H15 -5.157 -3.262 1.026
H16 -6.202 -0.557 0.071
H17 -6.657 -1.509 1.398
H18 -6.279 0.155 1.700
H19 -3.458 -1.527 3.050
H20 -4.523 -0.259 3.172
H21 -5.189 -1.844 3.364
H22 -4.864 3.508 -1.293
H23 -5.936 3.433 0.248
H24 -5.398 4.941 -0.192
H25 -2.432 4.607 -0.852
H26 -3.208 5.752 0.286
H27 -1.922 4.758 0.879
H28 -4.842 3.332 2.530
H29 -3.302 4.243 2.674
H30 -4.640 5.116 2.094
H31 4.363 2.379 1.997
H32 3.756 -2.011 1.216
H33 5.453 -1.249 1.050
H34 4.962 -2.207 2.554
H35 2.322 -1.523 3.265
H36 3.764 -1.429 4.411
H37 2.574 -0.068 4.293
H38 5.749 0.851 2.567
H39 4.809 1.009 4.054
H40 5.785 -0.351 3.852
I1 0.052 -4.054 3.341
C29 -0.706 -2.222 3.926
C30 -1.244 -1.946 5.169
C31 -1.747 -0.693 5.368
C32 -1.596 0.298 4.414
C33 -1.151 -0.105 3.128
N1 -0.794 -1.359 2.820
H41 -1.134 -2.647 6.024
H42 -2.234 -0.250 6.221
H43 -1.907 1.311 4.603
H44 -1.040 0.678 2.438
S1 0.955 -3.974 -0.434
Sb1 0.765 -2.941 -2.421
C34 -1.228 -2.456 -3.124
C35 -1.583 -1.291 -3.798
C36 -2.853 -1.092 -4.234
C37 -3.767 -2.172 -4.047
C38 -3.471 -3.300 -3.364
C39 -2.143 -3.467 -2.907
C40 2.163 -1.461 -2.864
C41 2.336 -1.056 -4.165
C42 3.326 -0.088 -4.369
C43 4.082 0.388 -3.331
C44 3.825 0.049 -2.014
C45 2.859 -0.927 -1.826
C46 1.439 -4.526 -3.694
C47 2.637 -4.427 -4.426
C48 3.036 -5.452 -5.259
C49 2.374 -6.670 -5.268
C50 1.305 -6.871 -4.462
C51 0.851 -5.801 -3.671
H45 -0.931 -0.470 -3.851
H46 -3.208 -0.120 -4.676
H47 -4.783 -2.024 -4.359
H48 -4.231 -4.140 -3.159
H49 -1.902 -4.330 -2.239
H50 1.694 -1.352 -4.951
H51 3.495 0.316 -5.400
H52 4.836 1.152 -3.563
H53 4.413 0.390 -1.163
H54 2.653 -1.353 -0.788
H55 3.188 -3.495 -4.531
H56 3.760 -5.144 -5.986
H57 2.680 -7.505 -5.902
H58 0.965 -7.877 -4.297
H59 0.030 -6.008 -3.009

# 2
The following is a quantum chemistry calculation of a 3-piece molecular cluster, C51H62BFNO12P2 overall, from the OMol25 dataset.

LUMO level in eV: -2.69
Frontier orbital gap in eV: 7.5
Charge: +1
Multiplicity: 1
HOMO energy in eV: -10.2

CARTESIAN COORDINATES (ANGSTROEM)
C1 1.079 4.116 5.986
C2 -0.157 4.661 5.273
C3 -0.310 4.103 3.873
O1 -0.144 2.692 3.923
C4 -0.233 2.081 2.665
C5 -0.961 0.740 2.739
C6 -1.220 0.117 1.348
C7 -1.378 1.090 0.155
C8 -0.027 1.539 -0.353
O2 0.795 0.838 -0.849
F1 0.191 2.869 -0.248
C9 -2.458 -0.823 1.412
P1 -3.999 -0.031 0.716
O3 -4.346 1.233 1.684
O4 -4.918 -1.278 1.271
N1 -2.549 -1.603 2.737
O5 -2.694 -2.985 2.370
B1 -3.768 -1.305 3.688
O6 -3.807 -0.020 4.046
C10 -4.703 -2.427 4.217
C11 -4.003 -3.376 5.220
C12 -1.326 -1.610 3.641
C13 -0.353 -0.387 3.624
C14 0.977 -0.994 3.055
C15 2.089 -0.106 2.485
C16 2.743 0.878 3.474
C17 3.914 0.232 4.170
O7 3.914 -0.147 5.314
O8 4.960 0.070 3.339
C18 6.275 0.202 3.921
C19 7.176 0.877 2.914
P2 -0.024 0.125 5.430
C20 -1.612 0.243 6.330
C21 -2.303 1.604 6.193
C22 0.882 -1.232 6.257
C23 0.201 -2.586 6.576
H1 1.266 4.666 6.908
H2 0.931 3.067 6.247
H3 1.959 4.171 5.341
H4 -1.048 4.383 5.845
H5 -0.138 5.751 5.227
H6 -1.293 4.351 3.452
H7 0.463 4.537 3.221
H8 -0.827 2.732 2.012
H9 0.757 2.018 2.206
H10 -1.940 0.997 3.156
H11 -0.376 -0.508 1.052
H12 -1.997 1.960 0.374
H13 -1.804 0.547 -0.693
H14 -2.274 -1.605 0.669
H15 -4.583 1.982 1.120
H16 -5.851 -1.150 1.054
H17 -3.457 -3.011 1.768
H18 -4.645 0.250 4.436
H19 -5.136 -3.014 3.406
H20 -5.555 -1.946 4.710
H21 -3.485 -4.171 4.682
H22 -3.254 -2.871 5.832
H23 -4.735 -3.863 5.862
H24 -0.796 -2.525 3.382
H25 -1.724 -1.781 4.640
H26 0.693 -1.660 2.232
H27 1.406 -1.661 3.804
H28 1.748 0.403 1.584
H29 2.863 -0.790 2.126
H30 3.144 1.718 2.899
H31 2.047 1.283 4.208
H32 6.659 -0.791 4.159
H33 6.221 0.774 4.848
H34 6.762 1.827 2.576
H35 8.143 1.078 3.380
H36 7.354 0.243 2.045
H37 -1.311 0.126 7.378
H38 -2.321 -0.578 6.159
H39 -1.718 2.372 6.697
H40 -3.288 1.554 6.665
H41 -2.458 1.898 5.157
H42 1.818 -1.398 5.729
H43 1.192 -0.766 7.196
H44 -0.715 -2.762 6.012
H45 0.880 -3.417 6.374
H46 -0.058 -2.649 7.633
C24 -0.259 0.526 -9.410
C25 -1.594 0.897 -9.301
C26 -2.012 1.695 -8.248
C27 -1.095 2.118 -7.293
C28 0.244 1.731 -7.395
C29 0.659 0.942 -8.461
C30 1.243 2.131 -6.365
O9 2.405 1.799 -6.445
C31 0.757 2.943 -5.208
C32 1.652 3.275 -4.198
C33 1.225 4.027 -3.117
C34 -0.094 4.464 -3.047
C35 -0.989 4.135 -4.050
C36 -0.570 3.363 -5.129
C37 -1.565 2.983 -6.176
O10 -2.716 3.357 -6.103
H47 0.064 -0.093 -10.236
H48 -2.310 0.563 -10.039
H49 -3.046 1.995 -8.153
H50 1.700 0.656 -8.529
H51 2.675 2.930 -4.269
H52 1.922 4.271 -2.326
H53 -0.424 5.057 -2.203
H54 -2.020 4.461 -4.010
C38 0.542 -5.686 -9.303
C39 1.411 -6.452 -8.535
C40 1.870 -5.975 -7.319
C41 1.468 -4.723 -6.869
C42 0.609 -3.946 -7.650
C43 0.142 -4.436 -8.863
C44 0.190 -2.584 -7.213
O11 -0.563 -1.910 -7.882
C45 0.735 -2.073 -5.921
C46 0.402 -0.786 -5.513
C47 0.891 -0.294 -4.315
C48 1.706 -1.087 -3.514
C49 2.042 -2.369 -3.915
C50 1.564 -2.864 -5.123
C51 1.963 -4.237 -5.550
O12 2.665 -4.930 -4.845
H55 0.180 -6.065 -10.250
H56 1.730 -7.425 -8.886
H57 2.542 -6.561 -6.708
H58 -0.530 -3.827 -9.452
H59 -0.235 -0.184 -6.148
H60 0.642 0.713 -4.000
H61 2.080 -0.696 -2.577
H62 2.678 -2.997 -3.306